# 1
{"formula": "C16H14F6N2O3S2", "method": "ωB97M-V with the def2-TZVPD basis set", "species": ["F", "F", "F", "F", "F", "F", "N", "O", "O", "O", "S", "C", "C", "C", "C", "C", "C", "C", "C", "C", "C", "C", "N", "C", "C", "C", "C", "C", "S", "H", "H", "H", "H", "H", "H", "H", "H", "H", "H", "H", "H", "H", "H"], "xyz": [[-1.18980, -2.96342, 3.76260], [-0.25596, -4.90007, 3.35761], [-1.93784, -4.18947, 2.16583], [2.27145, -3.75637, 2.84732], [1.38526, -1.84022, 3.30165], [2.35069, -2.16725, 1.35249], [3.42950, 1.73713, -2.50253], [0.52061, -4.31338, 0.72699], [-0.80403, 1.47645, -3.62863], [-0.87273, 3.71567, -2.22768], [-1.74867, 1.57882, 1.89086], [3.85995, 1.75722, -1.23796], [2.13188, 1.82713, -2.69147], [3.01603, 1.85179, -0.14227], [-0.90464, -0.97927, -1.16443], [-0.54015, -2.12526, -0.44668], [-0.83031, -0.93443, 1.64211], [1.65499, 1.90987, -0.35652], [-1.26049, 0.17540, 0.92391], [-1.29106, 0.16466, -0.48353], [-0.43956, -2.11739, 0.94638], [1.21856, 1.90394, -1.67443], [-1.69448, 1.27678, -1.19976], [-0.78621, -3.79845, 2.77588], [1.54807, -2.73932, 2.31928], [-2.15819, 2.81285, 0.59410], [-2.75105, 2.11326, -0.61668], [0.22187, -3.23221, 1.69875], [-0.50343, 2.10773, -2.14740], [0.93787, -5.05550, 1.16957], [-1.65945, 1.02015, -3.50551], [-1.33240, 3.88201, -3.08810], [4.94898, 1.71315, -1.03058], [1.78596, 1.86654, -3.74050], [3.45827, 1.89243, 0.87181], [-0.87713, -0.98923, -2.24000], [-0.25444, -2.98045, -1.07933], [-0.78892, -0.86662, 2.72203], [0.95248, 2.01299, 0.45996], [-2.87016, 3.54204, 1.01263], [-1.21749, 3.34446, 0.32134], [-3.11373, 2.82705, -1.30395], [-3.61013, 1.43881, -0.35510]], "forces_ev_per_angstrom": [[0.879, -0.267, -0.671], [-0.142, 0.500, -0.123], [1.005, 0.220, 0.119], [-0.494, 0.245, -0.312], [-0.162, -0.248, -0.437], [-1.172, -0.627, 1.097], [0.347, 0.319, 0.357], [-0.646, 1.904, 1.442], [-0.117, 1.427, 0.081], [-1.965, 3.103, -3.886], [-0.248, 0.293, -0.211], [1.324, -0.037, 0.351], [0.725, 0.020, -2.399], [-0.025, 0.019, 0.489], [0.046, -1.061, 1.320], [0.471, 0.167, -1.325], [0.326, -1.157, -1.076], [-0.194, 0.190, 1.181], [-0.113, 0.368, 0.011], [0.372, -0.845, 0.481], [-0.401, 1.795, 0.250], [-3.616, -1.696, -0.804], [0.675, 0.329, -2.419], [-0.793, -0.779, -0.044], [1.613, 0.200, -0.437], [0.130, 0.206, 0.515], [0.497, -0.732, 1.488], [-0.360, -1.586, -0.843], [2.684, -3.922, 6.598], [0.137, -0.095, 0.421], [0.285, 0.048, -0.020], [-0.245, 1.272, -0.047], [-0.758, -0.049, -0.541], [0.262, -0.193, 0.550], [-0.520, -0.078, -0.709], [-0.062, -0.023, -0.194], [-0.077, 0.294, 0.851], [0.059, -0.058, -0.096], [0.016, -0.063, 0.085], [0.344, -0.346, 0.104], [-0.770, -0.288, -0.066], [-0.205, 0.748, -1.001], [0.885, 0.480, -0.128]], "orbital_gap_ha": 0.17409, "e_homo_ev": -4.897, "e_lumo_ev": -0.16}

***

# 2
{"formula": "CH10NO3", "method": "ωB97M-V with the def2-TZVPD basis set", "species": ["C", "N", "H", "H", "H", "H", "H", "H", "O", "H", "H", "O", "H", "H", "O"], "xyz": [[-1.68017, 0.39328, 0.78552], [-1.05690, -0.61990, 1.26837], [-2.65268, 0.69436, 1.19491], [-1.02802, 1.21448, 0.29935], [-0.03292, -0.53976, 0.99577], [-1.45039, -1.31213, 2.04013], [-0.78245, 1.17384, -2.45985], [0.37805, 0.81750, -1.62113], [-0.56917, 0.59427, -1.76497], [1.88064, 2.35596, -0.26339], [1.96128, 1.21304, 0.80269], [1.32371, 1.94199, 0.41768], [1.48727, -2.38345, -1.26490], [1.05379, -3.22919, -0.08823], [1.16796, -2.31429, -0.34197]], "forces_ev_per_angstrom": [[1.104, 2.128, 1.690], [0.589, 0.042, 0.677], [-0.081, -0.666, -0.761], [-1.354, -1.796, 0.211], [-1.384, -1.486, 0.666], [1.130, 1.768, -2.448], [-0.839, 1.100, -1.632], [-0.802, -0.396, 0.105], [1.671, -0.710, 1.345], [-0.210, 0.043, 0.317], [-1.722, 2.264, -1.036], [1.974, -2.437, 0.736], [-0.264, 0.205, 0.692], [-0.021, -0.363, 0.215], [0.211, 0.305, -0.776]], "orbital_gap_ha": 0.38677, "e_homo_ev": -15.312, "total_charge": 1, "e_lumo_ev": -4.79}